13 unconnected molecules or ions with the total composition C58H68N5O37P, computed with ωB97M-V/def2-TZVPD.

Element x y z (Å)
C 0.076 -2.091 0.618
C 0.396 -0.617 0.238
C -0.647 0.234 -0.544
O -0.203 1.546 -0.765
C -0.559 2.122 -2.060
N 0.893 0.086 1.491
H 0.170 0.477 2.077
H 1.458 -0.373 2.192
H 1.558 0.783 1.187
H 0.868 -2.696 1.061
H -0.199 -2.660 -0.270
H -0.727 -2.132 1.354
H 1.304 -0.613 -0.364
H -1.635 0.363 -0.101
H -0.783 -0.243 -1.514
H -0.104 3.084 -2.297
H -1.639 2.274 -2.071
H -0.453 1.401 -2.871
P 2.948 0.450 4.317
O 3.664 1.529 3.484
O 2.768 -0.905 3.620
O 1.665 1.312 4.684
O 3.757 0.669 5.613
C 1.386 -5.045 -1.897
O 0.716 -4.245 -2.462
N 0.901 -5.855 -0.920
C 1.822 -6.719 -0.234
C -0.431 -5.830 -0.347
H 2.456 -5.145 -2.135
H 2.070 -6.361 0.765
H 2.776 -6.907 -0.728
H 1.205 -7.616 -0.196
H -1.162 -5.231 -0.890
H -0.845 -6.820 -0.157
H -0.283 -5.504 0.682
C -1.576 4.420 -5.204
O -0.927 4.973 -4.354
N -1.219 3.292 -5.836
C -1.960 2.760 -6.976
C 0.073 2.723 -5.602
H -2.596 4.723 -5.485
H -2.929 3.216 -7.178
H -2.087 1.684 -6.853
H -1.398 2.751 -7.910
H 0.409 2.878 -4.576
H -0.099 1.653 -5.713
H 0.774 3.035 -6.376
C 2.163 4.772 2.340
O 2.572 3.936 3.123
N 0.988 4.937 1.810
C 0.607 6.157 1.019
C -0.166 4.166 2.210
H 2.823 5.551 1.928
H -0.235 5.959 0.355
H 1.420 6.499 0.378
H 0.350 7.019 1.634
H 0.139 3.309 2.811
H -0.728 4.805 2.892
H -0.861 3.937 1.402
C -3.618 6.871 -1.148
O -2.431 6.948 -0.862
N -4.215 5.936 -1.912
C -5.508 6.141 -2.548
C -3.522 4.718 -2.328
H -4.329 7.637 -0.801
H -6.038 5.191 -2.482
H -5.359 6.394 -3.598
H -5.978 6.992 -2.055
H -4.007 3.794 -2.013
H -3.478 4.715 -3.418
H -2.516 4.787 -1.915
C 5.188 2.937 0.369
C 4.048 2.297 -0.011
C 3.651 1.942 -1.459
O 2.672 1.276 -1.810
C 4.529 2.534 -2.407
C 5.638 3.227 -2.058
C 6.100 3.496 -0.634
O 7.151 4.108 -0.450
O 6.398 3.721 -3.098
O 3.171 1.839 0.938
H 5.358 3.074 1.427
H 4.246 2.451 -3.446
H 7.143 4.176 -2.700
H 3.579 1.807 1.806
C -2.546 0.347 6.634
C -1.729 0.715 5.650
C -2.008 0.341 4.274
O -1.326 0.800 3.323
C -3.137 -0.577 4.026
C -3.962 -0.874 5.086
C -3.669 -0.597 6.527
O -4.204 -0.995 7.566
O -5.088 -1.550 4.897
O -0.670 1.482 5.888
H -2.406 0.784 7.612
H -3.412 -0.752 2.997
H -5.613 -1.571 5.700
H -0.048 1.429 5.159
C -1.371 -3.605 6.496
C -0.752 -3.070 7.542
C 0.337 -2.037 7.583
O 0.786 -1.503 8.576
C 0.700 -1.820 6.229
C 0.105 -2.341 5.107
C -0.991 -3.277 5.174
O -1.639 -3.687 4.204
O 0.480 -2.011 3.841
O -1.188 -3.409 8.801
H -2.041 -4.434 6.672
H 1.503 -1.100 6.172
H 1.376 -1.667 3.858
H -0.738 -2.757 9.343
C 5.819 -1.537 -1.409
C 6.686 -0.744 -0.860
C 6.685 -0.308 0.590
O 7.538 0.422 1.028
C 5.448 -0.716 1.257
C 4.586 -1.511 0.739
C 4.695 -2.186 -0.614
O 3.847 -3.020 -0.993
O 3.430 -1.753 1.439
O 7.674 -0.320 -1.667
H 5.873 -1.811 -2.452
H 5.138 -0.220 2.166
H 3.403 -1.381 2.323
H 7.418 -0.416 -2.587
C -2.964 -0.066 -3.952
C -3.995 0.532 -3.377
C -4.811 -0.039 -2.280
O -5.643 0.604 -1.674
C -4.251 -1.387 -1.866
C -3.265 -1.965 -2.568
C -2.552 -1.422 -3.690
O -1.638 -2.038 -4.238
O -2.822 -3.172 -2.119
O -4.344 1.868 -3.480
H -2.382 0.465 -4.691
H -4.784 -1.987 -1.144
H -2.326 -3.588 -2.828
H -5.176 1.852 -3.001
C 3.980 -2.327 -5.744
C 4.122 -1.080 -6.161
C 3.601 0.164 -5.567
O 3.579 1.229 -6.084
C 2.702 -0.165 -4.427
C 2.616 -1.396 -3.954
C 3.412 -2.619 -4.439
O 3.524 -3.700 -3.852
O 1.636 -1.713 -3.143
O 4.757 -0.849 -7.343
H 4.296 -3.171 -6.339
H 2.018 0.536 -3.971
H 1.446 -2.652 -3.093
H 4.447 -0.058 -7.791
C -3.716 -3.636 1.514
C -4.826 -2.849 1.763
C -6.105 -3.405 2.274
O -7.200 -2.802 2.344
C -5.998 -4.880 2.460
C -4.871 -5.615 2.293
C -3.620 -5.024 1.830
O -2.621 -5.772 1.572
O -4.885 -6.958 2.479
O -5.045 -1.546 1.321
H -2.980 -3.132 0.907
H -6.932 -5.393 2.633
H -4.204 -7.374 1.946
H -5.769 -1.121 1.787

Computed properties:
Gap between HOMO and LUMO ... 1.3864 eV
Total charge ... -2

Löwdin atomic charge list, values in e, 99 entries: atom 1 (C): -0.012, atom 2 (C): -0.223, atom 3 (C): -0.164, atom 4 (O): -0.182, atom 5 (C): -0.056, atom 6 (N): 0.254, atom 7 (H): 0.106, atom 8 (H): 0.087, atom 9 (H): 0.109, atom 10 (H): 0.082, atom 11 (H): 0.063, atom 12 (H): 0.067, atom 13 (H): 0.129, atom 14 (H): 0.132, atom 15 (H): 0.113, atom 16 (H): 0.088, atom 17 (H): 0.071, atom 18 (H): 0.068, atom 19 (P): 0.014, atom 20 (O): -0.356, atom 21 (O): -0.376, atom 22 (O): -0.355, atom 23 (O): -0.368, atom 24 (C): -0.332, atom 25 (O): 0.025, atom 26 (N): -0.181, atom 27 (C): -0.065, atom 28 (C): -0.053, atom 29 (H): 0.127, atom 30 (H): 0.095, atom 31 (H): 0.090, atom 32 (H): 0.082, atom 33 (H): 0.083, atom 34 (H): 0.078, atom 35 (H): 0.087, atom 36 (C): -0.376, atom 37 (O): 0.033, atom 38 (N): -0.185, atom 39 (C): -0.058, atom 40 (C): -0.045, atom 41 (H): 0.126, atom 42 (H): 0.087, atom 43 (H): 0.073, atom 44 (H): 0.081, atom 45 (H): 0.079, atom 46 (H): 0.085, atom 47 (H): 0.101, atom 48 (C): -0.398, atom 49 (O): 0.047, atom 50 (N): -0.169, atom 51 (C): -0.038, atom 52 (C): -0.040, atom 53 (H): 0.125, atom 54 (H): 0.061, atom 55 (H): 0.075, atom 56 (H): 0.079, atom 57 (H): 0.084, atom 58 (H): 0.086, atom 59 (H): 0.081, atom 60 (C): -0.342, atom 61 (O): 0.008, atom 62 (N): -0.191, atom 63 (C): -0.053, atom 64 (C): -0.033, atom 65 (H): 0.126, atom 66 (H): 0.087, atom 67 (H): 0.084, atom 68 (H): 0.080, atom 69 (H): 0.080, atom 70 (H): 0.065, atom 71 (H): 0.086, atom 72 (C): 0.076, atom 73 (C): -0.150, atom 74 (C): -0.284, atom 75 (O): 0.093, atom 76 (C): 0.044, atom 77 (C): -0.176, atom 78 (C): -0.306, atom 79 (O): 0.081, atom 80 (O): 0.067, atom 81 (O): 0.042, atom 82 (H): 0.145, atom 83 (H): 0.122, atom 84 (H): 0.093, atom 85 (H): 0.014, atom 86 (C): 0.052, atom 87 (C): -0.264, atom 88 (C): -0.265, atom 89 (O): 0.072, atom 90 (C): 0.098, atom 91 (C): -0.217, atom 92 (C): -0.320, atom 93 (O): 0.074, atom 94 (O): 0.098, atom 95 (O): 0.125, atom 96 (H): 0.132, atom 97 (H): 0.110, atom 98 (H): 0.114, atom 99 (H): 0.032